(1)
Below is C4H10O as an isolated structure in a non-equilibrium geometry, with properties calculated with ωB97M-V/def2-TZVPD.

Structure (XYZ):
```
15
Properties=species:S:1:pos:R:3:mulliken_charge:R:1
C -0.318 2.209 0.360 -1.1809
C -0.582 0.745 0.217 0.1689
C 0.339 -0.194 0.706 -0.1880
C 0.083 -1.647 0.880 -1.0630
H -1.181 2.762 0.720 0.3409
H -0.098 2.581 -0.645 0.2955
H 0.523 2.402 1.023 0.3579
H -1.534 0.463 -0.215 0.4261
H 0.893 0.371 1.444 0.3381
H -0.905 -1.924 1.226 0.2851
H 0.948 -2.096 1.361 0.3291
H 0.200 -2.013 -0.162 0.3872
H 0.136 0.025 -0.611 0.2929
H 0.057 -0.945 -2.635 0.1859
O 0.472 -0.968 -1.769 -0.9757
```

## Properties
LUMO   0.13 eV

=====

(2)
Below is a 2-piece molecular cluster, C4H10O overall, with properties calculated with ωB97M-V/def2-TZVPD.

Structure (XYZ):
```
15
Properties=species:S:1:pos:R:3:mulliken_charge:R:1
C 2.574 0.235 -1.842 -1.0945
C 1.131 0.657 -1.815 -0.0980
C 0.470 1.073 -0.744 -0.0895
C -0.996 1.459 -0.726 -1.0610
H 2.644 -0.858 -1.895 0.2628
H 3.045 0.645 -2.747 0.3065
H 3.125 0.605 -0.978 0.3064
H 0.561 0.560 -2.735 0.3070
H 0.954 1.148 0.220 0.2789
H -1.608 0.618 -1.077 0.2885
H -1.286 1.576 0.313 0.3192
H -1.235 2.341 -1.318 0.2738
O -3.359 -3.350 5.388 -0.6438
H -2.732 -2.645 5.214 0.3210
H -3.286 -4.063 4.740 0.3229
```

## Properties
LUMO   1.02 eV
SMILES string   C/C=C/C.O